1.
Molecular formula: C18H28N5O7
Method: DFT, ωB97M-V/def2-TZVPD

Geometry (Å):
O  -5.558  1.250  -2.074
O  -4.121  -3.925  1.282
O  -3.709  0.578  -0.996
O  7.049  2.026  0.597
O  3.913  -0.642  1.733
O  -8.486  -2.689  -2.847
O  -5.429  -5.447  0.250
N  0.983  1.472  -1.758
N  5.920  -0.457  2.549
N  -0.996  0.464  -2.270
N  -0.718  1.263  -0.218
N  5.656  2.573  2.290
C  -6.788  -3.511  -1.259
C  6.791  2.695  1.588
C  3.886  2.139  0.661
C  -0.230  1.074  -1.411
C  -5.577  -0.972  -1.406
C  -5.632  -3.252  -0.497
C  -6.748  -1.268  -2.131
C  7.091  0.083  3.241
C  4.813  0.118  2.061
C  2.630  1.410  0.148
C  4.538  1.650  1.984
C  -8.960  -4.023  -3.091
C  -5.055  -4.294  0.376
C  -4.946  0.363  -1.512
C  -7.357  -2.523  -2.080
C  -5.040  -1.977  -0.582
C  1.954  2.244  -0.952
C  7.786  3.718  2.085
H  2.922  0.448  -0.274
H  8.667  3.696  1.444
H  1.467  3.112  -0.502
H  3.625  3.190  0.803
H  7.823  0.440  2.513
H  -0.672  0.279  -3.203
H  5.893  -1.461  2.460
H  4.626  2.096  -0.138
H  -9.791  -3.991  -3.802
H  2.729  2.615  -1.627
H  1.282  1.237  -2.690
H  -1.916  0.159  -1.989
H  -8.169  -4.646  -3.521
H  1.933  1.252  0.971
H  -4.151  -1.771  0.008
H  -7.246  -4.493  -1.190
H  8.078  3.477  3.105
H  -1.608  0.865  0.029
H  3.795  1.800  2.766
H  -7.207  -0.515  -2.767
H  -3.650  1.545  -1.102
H  -3.905  -4.747  1.751
H  -9.322  -4.488  -2.169
H  7.561  -0.710  3.824
H  6.809  0.884  3.923
H  7.341  4.710  2.049
H  5.561  3.179  3.090
H  -0.137  1.698  0.476

Results
* spin multiplicity: 1
* ΔE to the lowest compared entry with this formula, charge and spin: 27.7 kJ/mol
* charge: +1
* calculated total energy: -1503.03285 Eh
* gap between HOMO and LUMO: 8.632 eV


2.
Molecular formula: C2H8NOS
Method: DFT, ωB97M-V/def2-TZVPD

Geometry (Å):
S  -1.029  1.021  0.294
O  1.587  -0.239  -0.668
N  1.411  -1.299  1.486
C  -2.089  0.761  -1.168
C  1.196  -1.352  0.049
H  -2.981  0.172  -0.920
H  -1.605  0.016  -1.818
H  -2.356  1.657  -1.716
H  0.578  -0.881  1.898
H  0.912  0.485  -0.664
H  0.142  -1.594  -0.142
H  2.119  -0.588  1.651
H  1.745  -2.200  -0.363

Results
* spin multiplicity: 1
* ΔE to the lowest compared entry with this formula, charge and spin: 46.4 kJ/mol
* charge: -1
* calculated total energy: -609.20631 Eh
* gap between HOMO and LUMO: 7.061 eV


3.
Molecular formula: C7H10Br2O
Method: DFT, ωB97M-V/def2-TZVPD

Geometry (Å):
Br  3.299  -1.356  -0.124
Br  0.802  -0.218  -3.253
O  1.017  2.030  0.246
C  0.214  -0.123  -0.432
C  -0.908  -0.298  0.564
C  -1.878  0.641  0.685
C  -0.324  0.477  -1.664
C  1.358  0.750  0.124
C  2.624  0.302  0.383
C  -1.056  -1.704  1.064
H  -1.388  0.102  -1.861
H  0.382  2.101  0.946
H  -2.768  0.530  1.323
H  -1.335  -2.445  0.220
H  -0.122  1.496  -1.632
H  -0.020  -2.047  1.333
H  -1.801  -1.709  1.928
H  3.310  1.041  0.658
H  0.539  -1.070  -0.597
H  -1.944  1.501  0.090

Results
* spin multiplicity: 1
* ΔE to the lowest compared entry with this formula, charge and spin: 43.1 kJ/mol
* structure (SMILES): C=C(C)[C@@H](CBr)/C(O)=C\Br
* calculated total energy: -5495.91612 Eh
* gap between HOMO and LUMO: 9.619 eV


4.
Molecular formula: C42H63ClN2O5P2ReSi
Method: DFT, ωB97M-V/def2-TZVPD

Geometry (Å):
Re  1.033  0.540  -0.014
Cl  3.577  2.384  -0.403
P  -0.696  2.164  0.753
P  0.360  -1.754  0.559
Si  1.604  0.218  2.459
O  3.500  2.021  -1.788
O  1.449  0.346  -5.518
O  3.957  3.718  -0.181
O  2.110  2.274  0.143
O  4.341  1.429  0.330
N  1.383  -0.605  -2.900
N  2.693  -0.753  -0.892
C  0.119  -1.155  4.486
C  -0.247  5.547  -2.338
C  -0.952  5.961  -1.031
C  0.425  -1.086  3.129
C  0.988  3.498  4.816
C  -2.764  -2.609  -2.016
C  -0.085  2.637  2.394
C  -2.219  -4.711  -0.707
C  -4.170  0.354  2.126
C  1.573  -0.386  -1.642
C  0.142  -0.182  -3.571
C  0.494  0.866  -4.620
C  2.659  0.027  -4.867
C  4.268  -4.229  -0.369
C  2.800  -2.222  -0.620
C  0.957  1.904  2.985
C  2.912  -4.828  0.038
C  2.429  -1.070  -3.831
C  -4.922  0.169  0.811
C  -0.062  4.194  4.239
C  -1.508  4.753  -0.262
C  3.373  0.012  3.003
C  2.232  -3.993  1.122
C  -0.807  -4.225  -0.371
C  4.237  -2.686  -0.486
C  -0.404  3.096  -1.823
C  -1.555  -2.827  4.041
C  -0.866  -2.025  4.939
C  -0.652  -2.703  -0.640
C  -2.675  -4.151  -2.050
C  -2.007  -2.014  -0.827
C  -2.481  1.812  0.951
C  -0.494  3.610  -0.363
C  -0.589  3.769  3.028
C  1.490  2.364  4.194
C  -4.719  1.367  -0.110
C  -3.238  1.639  -0.371
C  -2.685  0.611  1.882
C  2.039  -2.530  0.663
C  -1.249  -2.787  2.686
C  -0.257  -1.923  2.241
C  -0.757  4.197  -2.832
H  -2.597  -2.111  0.088
H  -2.237  -0.274  1.418
H  -2.809  0.807  -0.936
H  4.577  -4.663  -1.319
H  -1.107  -2.064  5.993
H  -0.249  6.497  -0.391
H  -2.225  -5.801  -0.722
H  -0.334  3.956  -3.809
H  2.873  -3.983  2.006
H  -1.709  5.043  0.768
H  -4.597  1.199  2.675
H  -5.168  2.255  0.345
H  -2.163  0.770  2.829
H  -0.094  -4.764  -0.998
H  -0.553  0.199  -2.822
H  1.298  -4.447  1.444
H  3.566  -0.280  -1.116
H  3.341  -1.291  -3.281
H  -3.638  -4.576  -2.330
H  2.310  1.836  4.667
H  3.398  -0.363  4.029
H  2.065  -1.975  -4.320
H  0.484  4.006  -0.073
H  -0.395  6.307  -3.103
H  -0.566  -4.488  0.656
H  -2.463  4.444  -0.689
H  0.834  5.480  -2.180
H  -3.805  -2.284  -1.968
H  3.354  -0.324  -5.627
H  5.028  -4.512  0.359
H  -1.853  -0.943  -0.976
H  -0.389  1.129  -5.198
H  -1.075  2.239  -1.971
H  3.083  0.913  -4.376
H  -0.288  -1.060  -4.057
H  4.830  -2.356  -1.343
H  0.621  2.749  -2.005
H  -5.985  0.021  1.003
H  0.626  -0.511  5.197
H  -2.332  -3.490  4.397
H  0.881  1.766  -4.126
H  -2.924  -4.413  0.075
H  -4.287  -0.524  2.763
H  -0.102  -2.573  -1.582
H  1.416  3.834  5.751
H  2.514  -1.891  1.411
H  -1.841  4.242  -2.969
H  -0.466  5.073  4.722
H  -1.402  4.331  2.587
H  -1.966  -4.470  -2.819
H  2.259  -4.911  -0.835
H  -3.134  2.526  -0.997
H  -4.564  -0.740  0.311
H  -1.796  -3.417  1.999
H  3.059  -5.845  0.400
H  -2.359  -2.196  -2.943
H  -2.869  2.712  1.448
H  2.340  -2.737  -1.471
H  4.672  -2.214  0.400
H  3.931  -0.692  2.384
H  3.899  0.966  2.959
H  -5.233  1.210  -1.061
H  -1.770  6.651  -1.239

Results
* spin multiplicity: 2
* ΔE to the lowest compared entry with this formula, charge and spin: 0.0 kJ/mol
* charge: +2
* calculated total energy: -3633.89417 Eh
* gap between HOMO and LUMO (spin up / spin down): 7.400 / 7.261 eV


5.
Molecular formula: C3H4NO2
Method: DFT, ωB97M-V/def2-TZVPD

Geometry (Å):
O  1.075  -1.047  2.101
O  -1.277  0.351  -1.793
N  0.532  1.141  -0.472
C  -0.758  -1.426  0.547
C  -0.593  0.225  -0.865
C  0.182  -1.278  1.397
H  0.645  1.198  0.553
H  1.401  0.749  -0.875
H  -1.591  -2.009  0.265
H  0.383  2.095  -0.858

Results
* spin multiplicity: 1
* ΔE to the lowest compared entry with this formula, charge and spin: 321.7 kJ/mol
* charge: +1
* calculated total energy: -321.54386 Eh
* gap between HOMO and LUMO: 8.338 eV


6.
Molecular formula: H5NO2
Method: DFT, ωB97M-V/def2-TZVPD

Geometry (Å):
O  2.027  0.741  0.626
O  0.813  0.007  0.796
N  -1.098  -0.619  -0.811
H  1.656  1.459  0.121
H  -1.676  -0.660  -0.015
H  0.849  -0.495  1.639
H  -0.754  0.341  -0.815
H  -1.817  -0.773  -1.541

Results
* spin multiplicity: 1
* ΔE to the lowest compared entry with this formula, charge and spin: 149.5 kJ/mol
* structure (SMILES): OO.N
* calculated total energy: -208.10661 Eh
* gap between HOMO and LUMO: 10.688 eV